1.
The following is a quantum chemistry calculation of C44H43BFIrN10O5P as an isolated structure at a distorted geometry, from OMol25.

E_LUMO (alpha / beta)	-0.165 / -0.165	Eh
relative energy (zero: lowest compared OMol25 entry of this formula, charge and spin)	2.200	eV
HOMO-LUMO gap (alpha / beta)	0.25610 / 0.25784	Ha
E_HOMO (alpha / beta)	-11.46 / -11.51	eV

ORCA input file:
```
! RIJCOSX wB97M-V def2-TZVPD def2/J DEFGRID3
* xyz 2 2
Ir -0.25 1.28 1.74
N 0.43 1.83 5.15
C 1.56 1.80 4.44
N 2.71 1.69 5.08
C 3.81 1.75 4.32
N 4.99 1.53 4.90
N 3.80 2.04 3.00
C 2.62 2.08 2.44
N 1.47 1.88 3.09
C 2.53 2.42 1.02
C 3.63 2.87 0.30
C 3.48 3.19 -1.04
C 2.23 3.03 -1.62
C 1.18 2.58 -0.84
N 1.32 2.29 0.45
H 0.50 1.83 6.15
H -0.44 2.05 4.69
H 5.03 1.41 5.90
H 5.83 1.65 4.37
H 4.57 2.96 0.82
H 4.31 3.54 -1.62
H 2.07 3.25 -2.67
H 0.19 2.42 -1.25
C -1.41 -5.31 -2.68
C -1.47 -4.99 -1.19
N -0.76 -3.75 -0.85
C -1.44 -2.60 -0.84
C -0.96 -1.39 -0.41
C -1.93 -0.23 -0.55
O -3.02 -0.47 -1.05
O -1.54 0.94 -0.18
C 0.38 -1.33 0.09
O 0.91 -0.39 0.71
C 1.18 -2.53 -0.16
C 2.56 -2.48 0.07
C 3.34 -3.58 -0.16
F 4.67 -3.45 -0.01
C 2.79 -4.81 -0.53
C 1.41 -4.87 -0.74
C 0.60 -3.74 -0.59
N 3.54 -6.01 -0.72
C 3.63 -6.46 -2.11
C 4.44 -7.76 -2.17
N 4.36 -8.40 -0.83
C 5.15 -7.60 0.16
C 4.84 -6.11 -0.06
H -1.91 -6.26 -2.87
H -0.38 -5.39 -3.02
H -1.91 -4.53 -3.26
H -1.05 -5.80 -0.60
H -2.50 -4.87 -0.88
H -2.47 -2.63 -1.17
H 3.00 -1.55 0.39
H 0.98 -5.81 -1.03
H 4.10 -5.71 -2.76
H 2.61 -6.62 -2.48
H 5.49 -7.57 -2.40
H 4.04 -8.43 -2.93
H 4.68 -9.37 -0.85
H 3.38 -8.37 -0.53
H 6.21 -7.80 0.01
H 4.88 -7.92 1.16
H 5.64 -5.64 -0.65
H 4.80 -5.61 0.90
O -0.50 4.21 2.45
C -1.07 4.38 1.43
O -1.55 3.20 0.77
C -1.39 5.54 0.63
C -1.06 6.86 0.92
C -1.39 7.84 0.01
C -2.04 7.52 -1.18
C -2.41 6.21 -1.45
C -2.08 5.22 -0.54
P -2.44 3.46 -0.55
C -2.24 2.92 -2.26
C -1.38 3.58 -3.13
C -1.44 3.31 -4.48
C -2.36 2.38 -4.96
C -3.22 1.73 -4.10
C -3.17 2.00 -2.74
C -4.14 3.18 -0.05
C -5.10 3.94 -0.71
C -6.42 3.86 -0.32
C -6.78 3.01 0.72
C -5.82 2.24 1.36
C -4.49 2.32 0.99
H -0.55 7.09 1.85
H -1.13 8.87 0.22
H -2.28 8.30 -1.88
H -2.93 5.97 -2.37
H -0.68 4.32 -2.75
H -0.79 3.84 -5.16
H -2.42 2.19 -6.03
H -3.95 1.03 -4.47
H -3.84 1.49 -2.06
H -4.80 4.59 -1.52
H -7.17 4.46 -0.81
H -7.81 2.95 1.04
H -6.11 1.56 2.16
H -3.73 1.72 1.47
B -3.38 -0.37 4.69
C -2.16 -0.03 3.83
N -1.25 0.26 3.18
H -3.07 -1.25 5.45
H -3.65 0.63 5.31
H -4.30 -0.67 3.98
*
```

***

2.
The following is a quantum chemistry calculation of C44H43BrF6N3O2P2SSbSn as an isolated structure at a distorted geometry, from OMol25.

E_LUMO (alpha / beta)	-0.105 / -0.211	Eh
relative energy (zero: lowest compared OMol25 entry of this formula, charge and spin)	2.232	eV
HOMO-LUMO gap (alpha / beta)	0.26448 / 0.15884	Ha
E_HOMO (alpha / beta)	-10.07 / -10.07	eV

ORCA input file:
```
! RIJCOSX wB97M-V def2-TZVPD def2/J DEFGRID3
* xyz 1 2
Sn 4.60 -13.52 20.62
O 4.56 -15.40 16.89
C 3.96 -16.58 17.09
C 3.38 -17.28 16.00
C 2.87 -18.57 16.15
C 2.96 -19.24 17.37
C 3.45 -18.51 18.44
C 3.90 -17.20 18.35
C 4.41 -16.42 19.54
O 5.00 -15.13 19.41
N 3.19 -16.33 20.29
N 3.32 -15.35 21.35
C 2.63 -15.69 22.40
C 2.56 -14.89 23.64
Br 3.38 -13.22 23.75
C 2.16 -15.48 24.74
C 1.51 -16.75 24.90
C 1.89 -17.56 25.93
C 1.29 -18.81 26.15
C 0.22 -19.19 25.35
C -0.23 -18.37 24.33
C 0.45 -17.14 24.05
H 4.80 -14.99 17.72
H 3.21 -16.70 15.07
H 2.45 -18.91 15.22
H 2.52 -20.21 17.55
H 3.53 -19.04 19.36
H 5.00 -17.08 20.22
H 2.49 -16.03 19.55
H 2.15 -16.66 22.36
H 2.37 -15.01 25.71
H 2.69 -17.32 26.62
H 1.56 -19.38 27.03
H -0.22 -20.21 25.54
H -1.12 -18.71 23.75
H 0.06 -16.41 23.31
C 13.12 -9.62 23.21
S 12.27 -9.63 21.61
C 10.64 -8.90 21.91
C 9.68 -9.89 22.58
C 8.24 -9.79 22.19
N 7.96 -10.51 20.90
P 7.18 -9.47 19.68
C 8.44 -8.56 18.71
C 8.04 -7.21 18.47
C 8.92 -6.47 17.70
C 10.13 -6.94 17.24
C 10.55 -8.18 17.65
C 9.69 -8.99 18.34
C 6.55 -10.59 18.35
C 7.30 -11.05 17.32
C 6.67 -11.72 16.27
C 5.27 -11.87 16.25
C 4.49 -11.23 17.24
C 5.16 -10.56 18.25
P 7.77 -12.12 20.65
C 9.08 -12.92 19.69
C 8.70 -14.00 18.90
C 9.68 -14.74 18.24
C 11.03 -14.51 18.53
C 11.42 -13.38 19.28
C 10.44 -12.62 19.89
C 8.04 -12.88 22.25
C 9.15 -13.58 22.58
C 9.32 -14.08 23.88
C 8.32 -13.88 24.88
C 7.18 -13.18 24.47
C 7.10 -12.63 23.16
H 14.17 -9.64 22.93
H 12.86 -10.44 23.86
H 13.03 -8.60 23.70
H 10.28 -8.62 20.89
H 10.73 -7.98 22.47
H 9.80 -9.72 23.67
H 10.01 -10.92 22.28
H 7.91 -8.80 21.97
H 7.56 -10.15 22.92
H 7.13 -6.74 18.94
H 8.84 -5.44 17.38
H 10.80 -6.33 16.70
H 11.55 -8.49 17.48
H 10.00 -10.02 18.56
H 8.38 -11.05 17.34
H 7.30 -12.06 15.47
H 4.81 -12.39 15.39
H 3.40 -11.32 17.18
H 4.52 -10.01 19.02
H 7.68 -14.21 18.73
H 9.41 -15.57 17.63
H 11.79 -15.10 18.05
H 12.48 -13.07 19.33
H 10.72 -11.67 20.33
H 9.94 -13.67 21.84
H 10.24 -14.48 24.20
H 8.40 -14.20 25.91
H 6.37 -13.08 25.16
H 6.17 -12.13 22.94
F 2.67 -11.36 20.78
Sb 1.23 -12.11 19.79
F 1.53 -11.02 18.29
F 0.07 -10.86 20.51
F 2.71 -13.35 19.32
F 1.00 -13.31 21.35
F 0.14 -13.29 18.87
*
```

***

3.
The following is a quantum chemistry calculation of C44H43CsFGeN7O4SSi as an isolated structure at a distorted geometry, from OMol25.

E_LUMO	-0.017	Eh
relative energy (zero: lowest compared OMol25 entry of this formula, charge and spin)	1.661	eV
HOMO-LUMO gap	0.26144	Ha
E_HOMO	-7.58	eV

ORCA input file:
```
! RIJCOSX wB97M-V def2-TZVPD def2/J DEFGRID3
* xyz 0 1
Cs 0.19 -0.16 0.28
C 1.11 3.08 -0.58
Si 0.17 2.73 -2.18
C -1.64 3.16 -1.96
C 0.90 3.85 -3.53
N 0.24 1.01 -2.52
C -0.80 0.40 -3.26
C -1.29 0.88 -4.47
C -2.26 0.19 -5.18
C -2.75 -1.02 -4.72
C -2.28 -1.53 -3.52
C -1.33 -0.82 -2.82
F -0.89 -1.31 -1.63
H 1.71 3.98 -0.68
H 1.78 2.27 -0.27
H 0.40 3.25 0.24
H -1.72 4.19 -1.59
H -2.12 2.50 -1.23
H -2.21 3.11 -2.89
H 0.61 4.88 -3.33
H 0.54 3.59 -4.53
H 1.99 3.81 -3.54
H -0.89 1.81 -4.86
H -2.61 0.59 -6.13
H -3.49 -1.57 -5.28
H -2.64 -2.47 -3.11
O 2.90 4.79 5.99
C 1.76 5.38 5.57
O 1.46 6.46 5.99
C 0.94 4.62 4.57
C 1.45 3.59 3.78
C 0.63 2.91 2.91
C -0.73 3.21 2.84
C -1.23 4.27 3.60
C -0.40 4.96 4.45
N -1.52 2.45 1.97
C -2.69 2.10 2.30
C -3.58 1.34 1.40
C -4.92 1.22 1.73
C -5.77 0.53 0.87
C -5.23 -0.03 -0.27
C -3.87 0.14 -0.51
N -3.06 0.80 0.29
H 2.99 3.90 5.62
H 2.50 3.32 3.81
H 1.04 2.10 2.32
H -2.27 4.55 3.50
H -0.77 5.79 5.05
H -3.11 2.34 3.28
H -5.30 1.67 2.64
H -6.82 0.43 1.10
H -5.85 -0.58 -0.97
H -3.42 -0.28 -1.40
N 7.14 -3.74 4.08
C 6.07 -2.96 3.67
C 5.22 -2.36 4.60
C 4.13 -1.63 4.18
C 3.88 -1.48 2.82
C 4.72 -2.06 1.89
C 5.81 -2.79 2.30
S 2.42 -0.65 2.30
O 2.68 0.06 1.05
O 1.96 0.22 3.37
N 1.32 -1.72 1.87
C 0.64 -2.41 2.80
N -0.57 -2.89 2.41
C -1.27 -3.56 3.31
C -0.82 -3.80 4.60
C 0.42 -3.28 4.90
N 1.15 -2.60 4.04
H 7.45 -3.61 5.03
H 7.87 -3.90 3.42
H 5.43 -2.48 5.66
H 3.45 -1.17 4.88
H 4.50 -1.92 0.84
H 6.47 -3.25 1.57
H -2.23 -3.92 2.97
H -1.41 -4.36 5.32
H 0.87 -3.41 5.89
Ge 1.79 -0.04 -2.82
C 1.92 0.02 -4.79
C 1.36 -1.00 -5.55
C 1.39 -0.94 -6.94
C 1.97 0.15 -7.58
C 2.53 1.17 -6.82
C 2.51 1.10 -5.44
C 3.47 0.48 -2.01
C 4.30 -0.58 -1.62
C 5.59 -0.33 -1.18
C 6.06 0.97 -1.10
C 5.24 2.03 -1.48
C 3.96 1.78 -1.94
H 1.46 -1.49 -2.46
H 0.89 -1.84 -5.06
H 0.95 -1.74 -7.52
H 2.00 0.19 -8.66
H 2.99 2.02 -7.32
H 2.96 1.90 -4.85
H 3.93 -1.60 -1.67
H 6.23 -1.15 -0.88
H 7.06 1.16 -0.74
H 5.61 3.04 -1.41
H 3.32 2.60 -2.24
*
```

***

4.
The following is a quantum chemistry calculation of C44H43N8PtS3 as an isolated structure, from OMol25.

E_LUMO	-0.079	Eh
HOMO-LUMO gap	0.29508	Ha
E_HOMO	-10.17	eV

ORCA input file:
```
! RIJCOSX wB97M-V def2-TZVPD def2/J DEFGRID3
* xyz 1 1
Pt -0.77 -0.90 1.63
N -1.58 -0.97 -0.26
S -2.35 -0.18 -1.21
N -1.88 1.36 -1.58
S -0.38 1.75 -1.51
N 0.70 0.68 -1.79
S 1.56 -0.08 -0.58
N 1.02 -0.27 0.76
C 3.04 0.90 -0.52
C 3.61 1.10 0.72
C 4.73 1.91 0.83
C 5.27 2.50 -0.30
C 4.70 2.29 -1.55
C 3.57 1.49 -1.67
C 2.01 -1.53 -1.52
C 0.97 -2.40 -1.82
C 1.26 -3.58 -2.49
C 2.58 -3.88 -2.84
C 3.60 -3.01 -2.51
C 3.33 -1.82 -1.84
C -0.20 2.96 -2.78
C 0.65 2.70 -3.85
C 0.74 3.66 -4.86
C 0.01 4.83 -4.77
C -0.84 5.06 -3.69
C -0.95 4.12 -2.69
C -0.11 2.64 -0.01
C -1.01 2.49 1.04
C -0.73 3.11 2.25
C 0.43 3.86 2.39
C 1.31 4.02 1.32
C 1.05 3.40 0.11
C -4.08 0.16 -0.96
C -4.89 0.53 -2.02
C -6.23 0.79 -1.77
C -6.73 0.69 -0.48
C -5.90 0.32 0.57
C -4.56 0.05 0.34
C -2.34 -1.02 -2.78
C -2.74 -2.35 -2.75
C -2.69 -3.09 -3.92
C -2.24 -2.50 -5.10
C -1.84 -1.17 -5.11
C -1.90 -0.42 -3.94
H 3.15 0.64 1.59
H 5.18 2.07 1.80
H 6.15 3.13 -0.21
H 5.12 2.75 -2.43
H 3.11 1.32 -2.63
H -0.04 -2.16 -1.53
H 0.46 -4.26 -2.75
H 2.80 -4.80 -3.37
H 4.62 -3.25 -2.77
H 4.13 -1.15 -1.58
H 1.20 1.78 -3.89
H 1.39 3.48 -5.70
H 0.09 5.57 -5.56
H -1.41 5.98 -3.64
H -1.61 4.28 -1.84
H -1.91 1.91 0.91
H -1.41 2.99 3.07
H 0.64 4.34 3.33
H 2.20 4.62 1.44
H 1.73 3.51 -0.72
H -4.50 0.60 -3.03
H -6.88 1.07 -2.59
H -7.77 0.90 -0.29
H -6.29 0.23 1.58
H -3.92 -0.27 1.15
H -3.08 -2.80 -1.83
H -3.01 -4.12 -3.92
H -2.20 -3.08 -6.01
H -1.49 -0.72 -6.03
H -1.61 0.62 -3.95
N -3.38 -1.67 3.11
C -2.40 -1.39 2.56
C 1.78 -4.55 4.68
C 1.85 -4.15 3.22
N 0.92 -3.06 3.00
C 0.69 -2.06 3.88
N 0.10 -0.96 3.47
C -0.15 0.11 4.44
C -0.45 -0.46 5.81
C 0.72 -1.32 6.23
N 1.07 -2.26 5.17
C 2.02 -3.31 5.52
H 2.54 -5.31 4.91
H 0.80 -4.97 4.91
H 1.56 -4.98 2.57
H 2.87 -3.86 2.96
H 0.65 -2.84 2.05
H -0.99 0.70 4.07
H 0.72 0.77 4.48
H -1.36 -1.07 5.75
H -0.61 0.33 6.53
H 0.48 -1.90 7.12
H 1.59 -0.69 6.47
H 1.88 -3.53 6.58
H 3.05 -2.95 5.40
*
```